Model i:
Computed, not measured: 2 unconnected molecules or ions with the total composition C6H9F, with ωB97M-V/def2-TZVPD.

Summary:
* multiplicity: 1
* E_HOMO: -7.34 eV
* charge: 0

The geometry in XYZ format:
```
16
C6H9F ωB97M-V/def2-TZVPD
C 3.3930 -0.8176 -0.0402
C 2.1546 -0.6154 0.2607
C 1.3675 0.5998 0.4354
C -1.2085 0.1060 0.0763
C -1.6388 1.4356 0.0074
C -2.2121 -0.9426 -0.1591
F 1.4340 1.5641 -0.4963
H 3.8876 -1.7119 0.2687
H 3.9611 0.0914 -0.2504
H 1.6862 -1.5601 0.6891
H -0.9073 2.0633 -0.4008
H -1.4705 1.8595 1.0622
H -2.7975 1.7203 -0.2899
H -3.2899 -0.5786 -0.1437
H -2.2410 -1.2931 -1.2540
H -2.1184 -1.9206 0.2344
```


Model ii:
Computed, not measured: a single C6H9F molecule, with ωB97M-V/def2-TZVPD.

Summary:
* multiplicity: 1
* E_HOMO: -8.72 eV
* SMILES string: F[C@@]12CCC[C@H]1C2
* charge: 0

The geometry in XYZ format:
```
16
C6H9F ωB97M-V/def2-TZVPD
C 0.7904 -0.5710 -0.0500
C -0.4428 -1.0742 -0.6954
C -1.4720 -0.2277 0.1175
C -0.7232 0.9791 0.7548
C 0.6051 0.9006 -0.0548
C 1.9775 0.3203 -0.1945
H -0.4121 -0.8994 -1.7665
H -0.6362 -2.1367 -0.5906
H -2.3799 0.0227 -0.4641
H -1.8472 -0.8553 0.8866
H -0.4782 0.8087 1.8632
H -1.2040 1.9348 0.5960
H 0.3481 1.2852 -1.0445
H 2.3425 0.5070 -1.1821
H 2.6536 0.1496 0.6191
F 0.8782 -1.1437 1.2054
```


Model iii:
Computed, not measured: a single C6H9F molecule, with ωB97M-V/def2-TZVPD.

Summary:
* multiplicity: 1
* E_HOMO: -8.85 eV
* SMILES string: F[C@]12CCC[C@@H]1C2
* charge: 0

The geometry in XYZ format:
```
16
C6H9F ωB97M-V/def2-TZVPD
C -0.7994 -0.6490 -0.0664
C 0.5166 -1.1233 -0.6510
C 1.5000 -0.1490 0.1108
C 0.6124 1.0145 0.7225
C -0.6314 0.8506 -0.1343
C -2.0010 0.2154 -0.1942
H 0.5432 -0.9677 -1.7394
H 0.7351 -2.1649 -0.4456
H 2.0306 -0.6800 0.9266
H 2.2373 0.2574 -0.5691
H 0.4393 0.8452 1.7834
H 1.0862 1.9978 0.5930
H -0.3640 1.1069 -1.1425
H -2.6532 0.1519 0.6518
H -2.4903 0.3656 -1.1224
F -0.7615 -1.0715 1.2769
```


Need the numbers? Relative energies in hartree: model i 0.2123; model ii 0.0122; model iii 0.0000.


Model i:
Computed, not measured: a single C7H14O molecule, with ωB97M-V/def2-TZVPD.

Summary:
* multiplicity: 1
* E_HOMO: -8.61 eV
* charge: 0

The geometry in XYZ format:
```
22
C7H14O ωB97M-V/def2-TZVPD
C -1.7017 0.2752 -0.9119
O 0.8383 0.0671 1.6621
C -1.1462 -0.1848 0.2638
C -1.1271 -1.7202 0.5509
C 0.3884 0.5561 0.5989
C 0.0130 2.1004 0.7452
C 1.3488 0.4138 -0.6134
C 2.0058 -0.9538 -0.7930
H -1.8700 -0.5223 -1.6352
H 0.8619 2.7403 0.5393
H -2.5846 0.9043 -0.8547
H -1.6863 0.1272 1.1598
H -0.1558 -2.1886 0.6524
H -1.6947 -2.1065 -0.2940
H -1.6871 -1.9108 1.4589
H -0.4244 2.2459 1.7275
H -0.7837 2.1008 -0.0038
H 0.7670 0.8304 -1.4431
H 2.1817 1.0770 -0.3812
H 2.5009 -1.0154 -1.7584
H 1.2530 -1.7311 -0.6976
H 2.7027 -1.1049 0.0274
```


Model ii:
Computed, not measured: 2 unconnected molecules or ions with the total composition C7H14O, with ωB97M-V/def2-TZVPD.

Summary:
* multiplicity: 1
* E_HOMO: -8.30 eV
* SMILES string: C=C(C)/C(C)=C/C.O
* charge: 0

The geometry in XYZ format:
```
22
C7H14O ωB97M-V/def2-TZVPD
C 1.1538 1.4863 1.8052
C 0.0171 0.9530 0.9696
C -1.0946 1.6859 0.9214
C -0.8337 -1.0220 -0.2018
C 0.2071 -0.2695 0.1359
C 1.6206 -0.8041 0.1233
C -0.8179 -2.3573 -0.8482
H 1.5452 0.7147 2.4611
H 1.9498 1.9441 1.2421
H 0.8245 2.2891 2.4688
H -2.0272 1.3533 0.4548
H -1.3561 2.4033 1.7043
H -1.8608 -0.7551 0.0296
H 1.8361 -1.3032 -0.8244
H 2.4340 -0.0773 0.2294
H 1.8981 -1.5171 0.9091
H -1.5978 -2.9695 -0.4000
H -1.2196 -2.4129 -1.8787
H 0.1139 -2.9239 -0.8064
H -0.3550 0.6918 -2.9170
H -1.1480 1.9027 -2.6862
O -1.2895 0.9879 -2.8918
```


Need the numbers? Relative energies in hartree: model i 0.1178; model ii 0.0000.


Model i:
Computed, not measured: 2 unconnected molecules or ions with the total composition C7H14O, with ωB97M-V/def2-TZVPD.

Summary:
* multiplicity: 1
* E_HOMO: -9.13 eV
* SMILES string: C=C(C)C/C=C/C.O
* charge: 0

The geometry in XYZ format:
```
22
C7H14O ωB97M-V/def2-TZVPD
C -0.1156 0.9999 0.5613
C 1.3378 0.7137 0.4675
C 2.3270 1.6382 0.3504
C 1.7332 -0.8126 0.5548
C 0.9444 -1.5942 -0.4370
C 1.3578 -2.2787 -1.4996
C 0.5475 -2.8836 -2.6222
H -0.6112 -0.0204 0.8830
H -0.4629 1.4902 1.3844
H -0.4039 1.6426 -0.3603
H 2.1731 2.6977 0.3093
H 3.3845 1.4291 0.3253
H 1.5580 -1.1444 1.5840
H 2.8983 -1.0128 0.4016
H -0.1473 -1.2545 -0.3441
H 2.4162 -2.4400 -1.7981
H -0.5500 -2.9260 -2.4220
H 0.8811 -3.8751 -2.7082
H 0.8215 -2.4261 -3.4711
H -6.1215 2.4080 2.5230
H -5.3454 3.8431 2.2200
O -6.1604 3.3616 2.1527
```


Model ii:
Computed, not measured: 2 unconnected molecules or ions with the total composition C7H14O, with ωB97M-V/def2-TZVPD.

Summary:
* multiplicity: 1
* E_HOMO: -8.82 eV
* SMILES string: C=C/C(=C/C)CC.O
* charge: 0

The geometry in XYZ format:
```
22
C7H14O ωB97M-V/def2-TZVPD
C 0.7532 -1.9119 1.1458
C 0.2556 -0.2842 1.2679
C -0.4848 0.2367 0.1435
C -0.4315 1.5734 -0.1757
C 0.3370 2.7125 0.5221
C -1.6574 -1.0102 -1.5986
C -1.4215 -0.7273 -0.3344
H 0.0090 -2.1812 0.4022
H 0.4812 -2.3754 2.0514
H 1.7243 -1.9998 0.8969
H 1.1345 0.3856 1.7115
H -0.2482 -0.1623 2.2664
H -1.3154 1.8111 -0.7982
H -0.2860 3.4989 0.9505
H 0.9737 3.0914 -0.2279
H 1.1742 2.3718 1.2748
H -2.4509 -1.5584 -2.0053
H -0.9079 -0.8478 -2.3461
H -2.0424 -1.1176 0.3797
H 0.9521 -0.9830 -1.6286
H 1.7486 0.1369 -1.8850
O 1.7026 -0.6594 -2.0128
```


Model iii:
Computed, not measured: a molecular structure, C7H14O, with ωB97M-V/def2-TZVPD.

Summary:
* multiplicity: 1
* E_HOMO: -7.95 eV
* charge: 0

The geometry in XYZ format:
```
22
C7H14O ωB97M-V/def2-TZVPD
C 0.1045 0.5693 -0.3578
C 0.6967 -0.2323 0.6716
C -2.7985 -0.0596 0.0223
C -0.1462 0.2067 -1.7963
C 1.5277 0.4952 1.6978
C 1.8972 -1.2616 -0.4008
C -1.6555 0.8024 0.5285
O -1.8224 1.5989 1.4137
H 0.4270 1.6104 -0.3000
H 0.0846 -1.0121 1.1237
H -2.5315 -1.1150 0.0927
H -3.7188 0.1480 0.5724
H -2.9676 0.1674 -1.0312
H -0.4675 -0.8267 -1.9081
H 0.7383 0.4069 -2.4011
H -0.9233 0.8471 -2.2139
H 0.8739 1.0652 2.3599
H 2.2087 1.1942 1.2138
H 2.1084 -0.2080 2.2937
H 2.5718 -1.6591 0.3517
H 2.4739 -0.6648 -1.1010
H 1.3188 -2.0723 -0.8317
```


Model iv:
Computed, not measured: 2 unconnected molecules or ions with the total composition C7H14O, with ωB97M-V/def2-TZVPD.

Summary:
* multiplicity: 1
* E_HOMO: -8.80 eV
* SMILES string: C/C=C/C=C/CC.O
* charge: 0

The geometry in XYZ format:
```
22
C7H14O ωB97M-V/def2-TZVPD
C -1.0775 0.4649 -2.8405
C 0.2290 1.1245 -2.5273
C 0.5783 0.8748 -1.1366
C -0.1175 0.1029 -0.2565
C 0.2025 0.1721 1.2129
C 1.3450 -0.1620 1.8408
C 1.4679 0.2614 3.3329
H -1.9308 0.4630 -2.1267
H -1.6540 0.9227 -3.8099
H -0.8019 -0.5933 -3.0314
H 0.3749 2.2839 -2.9491
H 1.1564 0.9301 -3.2982
H 1.3664 1.6258 -0.7945
H -0.9144 -0.6908 -0.5178
H -0.6416 0.6972 1.7051
H 2.1524 -0.7045 1.1690
H 1.5314 1.3664 3.3383
H 2.4405 -0.2381 3.7203
H 0.4812 -0.0984 3.7646
H -2.7035 -2.5292 0.9052
H -1.3967 -3.0457 1.4421
O -2.0880 -3.2278 0.8573
```


Need the numbers? Relative energies in hartree: model i 0.0150; model ii 0.0601; model iii 0.0000; model iv 0.0367.